--- one ---
Below is an isolated molecule of C4H12N2S, with properties calculated with ωB97M-V/def2-TZVPD.

Cartesian coordinates (Å):
C (-1.971, -0.422, 1.190)
N (-1.309, -0.512, -0.033)
C (0.078, 0.032, 0.021)
C (1.043, -1.002, -0.572)
N (2.346, -0.442, -0.749)
C (0.249, 1.285, -0.837)
S (0.410, 2.585, 0.549)
H (-1.651, 0.132, 2.075)
H (-1.981, -1.409, 1.731)
H (-3.029, -0.135, 1.016)
H (-1.843, -0.140, -0.856)
H (0.376, 0.173, 1.052)
H (1.002, -1.889, 0.125)
H (0.700, -1.425, -1.560)
H (2.822, -1.046, -1.471)
H (2.850, -0.409, 0.113)
H (-0.538, 1.537, -1.571)
H (1.116, 1.230, -1.381)
H (-0.669, 1.857, 1.159)

## Properties
SMILES: CN[C@@H](CN)CS
HOMO: -8.3 eV
Charge: 0



--- two ---
Below is a cluster of 2 separate species, C4H12N2S in total, with properties calculated with ωB97M-V/def2-TZVPD.

Cartesian coordinates (Å):
C (-0.881, -0.036, -0.954)
C (-1.118, 0.288, 0.510)
C (-2.067, -0.624, 1.149)
N (-0.191, 0.886, 1.160)
N (0.866, 1.419, 0.530)
H (-1.302, -1.007, -1.179)
H (-1.124, 0.682, -1.789)
H (0.153, -0.191, -1.004)
H (-1.554, -1.579, 1.230)
H (-3.066, -0.673, 0.793)
H (-2.021, -0.280, 2.261)
H (1.470, 1.435, 1.306)
H (1.148, 0.866, -0.225)
C (2.153, -3.355, -0.227)
S (1.338, -1.876, 0.653)
H (1.350, -3.913, -0.663)
H (2.660, -4.029, 0.520)
H (2.788, -2.863, -1.020)
H (0.050, -1.836, 0.567)

## Properties
SMILES: CC(C)=NN.CS
HOMO: -8.6 eV
Charge: 0



--- three ---
Below is an isolated molecule of C4H12N2S, with properties calculated with ωB97M-V/def2-TZVPD.

Cartesian coordinates (Å):
N (-1.323, -0.570, 2.021)
C (-0.147, -0.570, 1.183)
C (-0.542, -0.335, -0.283)
N (-1.035, -1.577, -0.898)
C (0.661, 0.253, -1.058)
C (0.700, 1.785, -0.921)
S (2.453, 2.340, -0.383)
H (-1.187, -0.782, 2.998)
H (-2.024, -1.191, 1.638)
H (0.510, 0.242, 1.536)
H (0.375, -1.537, 1.062)
H (-1.391, 0.385, -0.416)
H (-1.392, -2.267, -0.256)
H (-1.700, -1.473, -1.650)
H (0.973, -0.155, -2.021)
H (1.568, -0.178, -0.596)
H (0.067, 2.274, -0.149)
H (0.498, 2.185, -1.898)
H (2.934, 1.170, 0.093)

## Properties
SMILES: NC[C@H](N)CCS
HOMO: -8.9 eV
Charge: 0



--- four ---
Below is an isolated molecule of C4H12N2S, with properties calculated with ωB97M-V/def2-TZVPD.

Cartesian coordinates (Å):
C (1.932, -0.286, -1.136)
N (1.553, 0.760, -0.242)
C (0.085, 0.482, -0.010)
C (-0.089, 0.214, 1.520)
N (-1.406, 0.214, 2.093)
C (-0.715, -0.512, -0.711)
S (-2.555, -0.022, -0.855)
H (2.094, -1.292, -0.431)
H (1.407, -0.470, -2.117)
H (3.053, -0.220, -1.579)
H (1.933, 1.149, 0.684)
H (-0.394, 1.468, -0.209)
H (0.593, 1.044, 2.160)
H (0.362, -0.812, 1.618)
H (-1.934, -0.561, 1.688)
H (-1.848, 1.079, 1.784)
H (-0.436, -0.707, -1.764)
H (-0.804, -1.502, -0.323)
H (-2.831, -0.026, -2.170)

## Properties
SMILES: CN[C@H](CN)CS
HOMO: -8.4 eV
Charge: 0



Decreasing stability: three, one, two, four